Record 1
This record from the OMol25 dataset describes a 5-piece molecular cluster, C12H24NO15S2 overall in a non-equilibrium geometry. The level of theory is the ωB97M-V functional and the def2-TZVPD basis.

E_tot = -66696.243 eV
Net charge = -1
Energy relative to the best compared isomer or geometry (same formula, charge and spin) = 1.852 eV
Strongest force on any atom = 11.22 eV Å⁻¹

Each line ends with the Löwdin charge.
Geometry (Å):
N 3.48 26.92 9.10  -0.551
O 4.42 26.94 9.92  -0.073
O 3.61 27.04 7.80  -0.124
O 2.42 27.43 9.57  -0.117
O 6.30 24.52 14.73  -0.321
S 5.67 25.72 15.37  0.755
O 6.15 27.08 15.22  -0.305
O 4.07 25.78 14.68  -0.295
C 3.79 26.50 13.59  -0.297
C 2.20 26.36 13.34  -0.003
C 5.48 25.40 17.13  -0.100
H 4.44 26.22 12.89  0.067
H 4.20 27.50 13.99  0.125
H 1.59 26.79 14.02  0.009
H 1.96 25.32 13.29  0.052
H 1.98 26.97 12.35  0.113
H 6.48 25.59 17.42  0.057
H 5.08 24.41 17.30  0.077
H 4.82 26.06 17.55  0.041
O 8.60 30.33 10.74  -0.289
S 8.41 31.16 9.58  0.619
O 9.67 31.26 8.82  -0.307
O 7.24 30.31 8.71  -0.263
C 7.83 29.18 8.00  -0.227
C 6.68 28.52 7.28  -0.020
C 7.72 32.60 10.06  -0.174
H 8.43 28.58 8.65  0.095
H 8.83 29.38 7.29  0.166
H 5.98 28.37 7.91  0.006
H 6.77 27.72 6.88  -0.003
H 6.33 29.12 6.54  0.064
H 7.68 33.44 9.35  0.084
H 8.44 33.14 10.84  0.142
H 6.76 32.65 10.64  0.086
C 3.69 27.58 4.46  0.014
C 3.95 28.88 3.62  -0.101
O 2.71 29.07 2.90  0.067
C 1.99 27.94 2.96  -0.735
O 1.01 27.84 2.24  0.110
O 2.50 27.10 3.64  0.149
H 3.56 27.96 5.38  0.062
H 4.51 26.80 4.38  0.161
H 4.69 28.58 2.98  0.075
H 4.39 29.74 4.27  0.164
C 3.85 30.76 9.05  -0.109
C 4.44 30.23 10.36  -0.049
O 4.57 31.44 11.14  0.089
C 4.07 32.40 10.55  -0.652
O 4.03 33.57 11.00  0.063
O 3.53 32.07 9.36  0.092
H 2.92 30.27 8.95  0.123
H 4.49 30.65 8.30  0.080
H 5.39 29.51 10.51  0.178
H 3.65 29.70 10.94  0.130

***

Record 2
This record from the OMol25 dataset describes C11H16CaCl3CsFLiNNaO12P as an isolated structure in a non-equilibrium geometry. The level of theory is the ωB97M-V functional and the def2-TZVPD basis.

E_tot = -110896.905 eV
Net charge = +1
Strongest force on any atom = 4.49 eV Å⁻¹

Each line ends with the Löwdin charge.
Geometry (Å):
O 2.81 3.15 0.49  0.086
C 2.44 3.71 -0.52  -0.621
O 3.09 3.41 -1.67  0.055
N 1.42 4.64 -0.62  -0.062
P -0.14 3.97 -0.18  0.758
O -1.23 5.00 -0.67  -0.169
O -0.39 2.71 -1.23  -0.379
H 3.38 4.28 -2.01  0.167
H 1.63 5.50 -0.12  0.133
H -1.82 4.60 -1.33  0.103
H -0.67 1.97 -0.62  -0.093
Na 2.87 2.48 -3.46  0.663
C 2.64 -1.05 -3.32  -0.973
O 1.54 -1.52 -2.93  -0.133
O 2.76 0.21 -3.59  -0.153
O 3.68 -1.74 -3.47  0.052
Ca -0.06 0.19 -1.42  1.493
C -3.05 -1.03 2.52  0.082
C -3.26 -1.62 3.72  -0.203
C -2.58 -1.13 4.97  -0.323
O -2.81 -1.69 6.02  -0.082
C -1.66 0.00 4.86  0.104
C -1.47 0.56 3.67  -0.225
C -2.16 0.10 2.43  -0.315
O -1.91 0.70 1.38  -0.030
O -0.63 1.60 3.46  0.046
O -4.05 -2.65 3.86  0.163
H -3.53 -1.37 1.62  0.141
H -1.16 0.33 5.76  0.149
H -0.75 1.76 2.50  0.043
H -4.02 -2.90 4.81  0.133
C 4.89 -0.43 0.00  -0.111
O 3.73 0.21 -0.56  -0.150
H 5.09 -1.31 -0.60  0.091
H 5.75 0.24 -0.05  0.082
H 4.71 -0.72 1.03  0.079
H 3.56 0.99 -0.03  0.017
Cl -0.42 -3.19 6.64  -0.609
Li 1.11 2.97 1.90  0.697
Cl -0.69 -4.67 -2.94  0.537
C -2.14 -3.88 -3.63  -0.678
C -1.94 -3.43 -5.05  -0.647
Cl -0.79 -2.09 -5.19  0.629
H -2.40 -3.05 -2.98  0.044
H -2.95 -4.61 -3.58  0.068
H -2.89 -3.07 -5.45  0.079
H -1.59 -4.24 -5.68  0.073
F -1.44 -0.42 -7.16  -0.700
Cs -2.49 -3.48 8.44  0.886